Here is a structure of composition C42H99N5O24S6 at a distorted geometry from the Open Molecules 2025 dataset. Energies are from ωB97M-V/def2-TZVPD.

Properties
Orbital gap (Eh): 0.2900
LUMO (eV): -0.16
DFT total energy (eV): -166751.5567
Relative energy (zero: lowest compared OMol25 entry of this formula, charge and spin) (kJ/mol): 0.0
Max |F| (eV Å⁻¹): 2.9
M (g mol⁻¹): 1250.7
Net charge: 0

The geometry in XYZ format:
```
176
C42H99N5O24S6 | the Open Molecules 2025 dataset | ωB97M-V/def2-TZVPD
C 0.081 -0.945 -2.445
C -0.719 0.156 -1.734
N -0.539 -0.071 -0.266
C -1.481 -1.058 0.310
C -1.316 -2.514 -0.068
C -0.805 1.192 0.425
C 0.391 2.158 0.492
H -0.185 -0.931 -3.506
H -0.115 -1.921 -2.018
H 1.142 -0.769 -2.288
H -0.224 1.121 -1.828
H -1.782 0.152 -1.998
H -1.510 -1.015 1.404
H -2.509 -0.709 0.132
H -0.379 -2.981 0.215
H -2.013 -3.008 0.624
H -1.715 -2.759 -1.049
H -1.111 0.927 1.442
H -1.681 1.767 0.083
H 0.312 2.947 -0.261
H 1.315 1.591 0.417
H 0.318 2.741 1.414
C -2.865 4.843 -0.661
C -3.443 6.043 0.083
N -3.673 7.173 -0.794
C -3.354 8.481 -0.272
C -1.937 8.658 0.225
C -4.882 7.051 -1.563
C -4.986 7.988 -2.784
H -2.334 4.195 0.042
H -2.267 5.191 -1.498
H -3.638 4.164 -1.033
H -4.336 5.811 0.691
H -2.760 6.310 0.896
H -3.435 9.179 -1.110
H -4.087 8.860 0.461
H -1.696 8.327 1.235
H -1.207 8.154 -0.423
H -1.578 9.681 0.084
H -5.771 7.156 -0.917
H -4.931 6.049 -1.998
H -5.831 7.644 -3.378
H -4.077 7.998 -3.378
H -5.261 8.965 -2.382
C 3.560 2.549 2.789
C 3.279 2.268 4.273
N 4.482 1.769 4.920
C 5.565 2.756 5.089
C 5.156 4.060 5.808
C 4.107 1.017 6.128
C 4.049 -0.479 5.870
H 4.255 3.354 2.535
H 2.692 2.891 2.219
H 3.956 1.637 2.340
H 2.927 3.214 4.707
H 2.465 1.545 4.288
H 6.238 2.200 5.742
H 5.948 2.959 4.092
H 4.435 4.573 5.173
H 4.668 3.767 6.738
H 6.041 4.655 6.017
H 3.174 1.416 6.537
H 4.910 1.152 6.861
H 4.103 -1.144 6.739
H 5.043 -0.729 5.481
H 3.183 -0.754 5.269
C -1.076 -3.918 4.862
C -1.928 -2.926 5.632
N -3.255 -2.647 5.051
C -3.276 -1.702 3.932
C -2.618 -0.344 4.210
C -4.069 -3.800 4.737
C -4.390 -4.684 5.956
H -0.229 -4.300 5.448
H -0.611 -3.517 3.961
H -1.600 -4.858 4.668
H -2.141 -3.110 6.684
H -1.412 -1.969 5.599
H -4.334 -1.523 3.724
H -2.887 -2.210 3.031
H -2.460 0.289 3.337
H -1.599 -0.394 4.601
H -3.213 0.130 4.992
H -5.031 -3.494 4.330
H -3.530 -4.475 4.059
H -4.494 -5.731 5.634
H -3.579 -4.765 6.681
H -5.359 -4.573 6.444
C 1.233 5.368 -3.537
C 1.446 3.962 -4.083
N 2.801 3.673 -4.556
C 2.951 2.263 -4.823
C 1.925 1.618 -5.742
C 3.855 4.100 -3.651
C 5.303 3.886 -4.104
H 0.150 5.436 -3.446
H 1.663 6.128 -4.182
H 1.712 5.376 -2.558
H 1.093 3.133 -3.438
H 0.776 3.781 -4.933
H 3.899 1.981 -5.299
H 3.090 1.721 -3.860
H 2.366 0.754 -6.234
H 0.933 1.494 -5.300
H 1.641 2.281 -6.569
H 3.718 3.548 -2.695
H 3.710 5.113 -3.270
H 5.449 4.173 -5.145
H 5.504 2.818 -4.008
H 6.005 4.428 -3.476
C -3.219 -7.364 -0.125
C -1.983 -6.470 -0.332
O -2.406 -5.283 -0.956
S -3.978 -5.026 -0.573
O -4.568 -4.320 -1.668
O -3.946 -4.632 0.803
O -4.321 -6.603 -0.676
H -3.528 -7.482 0.915
H -3.080 -8.345 -0.567
H -1.300 -6.951 -1.036
H -1.390 -6.264 0.562
C -6.468 -1.135 -0.740
C -5.034 -0.695 -0.391
O -4.778 0.600 -0.941
S -5.722 0.791 -2.190
O -5.206 0.020 -3.275
O -6.173 2.138 -2.327
O -6.954 -0.031 -1.530
H -7.169 -1.189 0.088
H -6.475 -2.007 -1.392
H -4.319 -1.317 -0.939
H -4.807 -0.879 0.657
C 3.107 -1.411 -3.963
C 4.596 -1.476 -4.270
O 4.820 -2.645 -5.064
S 3.466 -3.120 -5.806
O 3.203 -4.492 -5.455
O 3.532 -2.693 -7.171
O 2.473 -2.082 -5.066
H 2.723 -0.398 -3.914
H 2.859 -1.959 -3.053
H 5.138 -1.585 -3.334
H 4.919 -0.639 -4.888
C 4.108 -1.136 1.649
C 3.111 -0.753 0.564
O 3.464 -1.556 -0.581
S 4.863 -2.299 -0.393
O 5.947 -1.443 -0.801
O 4.865 -3.664 -0.810
O 4.694 -2.358 1.230
H 3.560 -1.170 2.591
H 4.940 -0.437 1.768
H 3.341 0.277 0.284
H 2.064 -0.942 0.777
C 3.084 -5.511 3.111
C 1.731 -6.247 2.917
O 1.149 -5.748 1.715
S 2.016 -4.550 1.068
O 1.552 -3.326 1.623
O 2.104 -4.703 -0.346
O 3.366 -5.048 1.784
H 3.941 -6.116 3.378
H 2.939 -4.637 3.747
H 1.024 -6.011 3.710
H 1.914 -7.318 2.869
C -1.510 -4.085 -4.039
C -0.158 -3.688 -4.665
O -0.442 -3.036 -5.881
S -1.892 -3.500 -6.511
O -1.678 -4.332 -7.644
O -2.771 -2.371 -6.582
O -2.313 -4.376 -5.200
H -2.081 -3.387 -3.433
H -1.308 -5.079 -3.648
H 0.379 -4.615 -4.883
H 0.487 -3.070 -4.052
```

Löwdin atomic charge list, values in e, 5 entries: atom 1 (C): -0.06, atom 2 (C): -0.18, atom 3 (N): -0.16, atom 4 (C): -0.24, atom 5 (C): -0.07